1.
{
  "formula": "C33H25ClLuNO11PS",
  "method": "the ωB97M-V functional and the def2-TZVPD basis",
  "total_charge": -1,
  "e_homo_ev": -6.2,
  "orbital_gap_ev": 8.549,
  "symbols": ["Lu", "O", "C", "O", "C", "C", "C", "C", "C", "N", "C", "O", "O", "H", "H", "H", "O", "C", "O", "C", "P", "C", "C", "C", "C", "C", "C", "C", "C", "C", "C", "C", "C", "H", "H", "H", "H", "H", "H", "H", "H", "H", "H", "H", "H", "O", "Cl", "O", "O", "O", "O", "S", "C", "C", "C", "C", "C", "C", "C", "C", "C", "C", "C", "C", "H", "H", "H", "H", "H", "H", "H", "H", "H", "H"],
  "coordinates": [[0.2607, 1.2889, -0.1563], [-0.2589, 3.0887, 3.9005], [-0.0280, 2.8273, 2.7261], [-0.3543, 1.7802, 2.0742], [0.7655, 3.8266, 1.8893], [1.2836, 5.0120, 2.3834], [2.0887, 5.7763, 1.5510], [2.3615, 5.3339, 0.2646], [1.7878, 4.1452, -0.1536], [1.0036, 3.4293, 0.6443], [2.0154, 3.5312, -1.5330], [2.7735, 4.0860, -2.3116], [1.3494, 2.4517, -1.7170], [1.0595, 5.2903, 3.4032], [2.5152, 6.7053, 1.9093], [3.0011, 5.8711, -0.4208], [-3.5450, 3.0543, -1.2369], [-2.6020, 2.2983, -1.3745], [-1.7324, 1.9899, -0.4738], [-2.4071, 1.5900, -2.7365], [-0.9524, 0.4828, -2.6395], [-1.6745, -1.1531, -2.2793], [-2.6984, -1.2587, -1.3344], [-3.1444, -2.5042, -0.9172], [-2.5711, -3.6599, -1.4295], [-1.5471, -3.5622, -2.3613], [-1.0992, -2.3187, -2.7807], [-0.3344, 0.3302, -4.3416], [-1.0902, -0.2178, -5.3773], [-0.5722, -0.2825, -6.6595], [0.7064, 0.2011, -6.9149], [1.4611, 0.7493, -5.8902], [0.9456, 0.8152, -4.6010], [-2.2296, 2.3512, -3.4972], [-3.3264, 1.0681, -3.0077], [-3.1355, -0.3672, -0.9029], [-3.9397, -2.5690, -0.1846], [-2.9179, -4.6318, -1.1013], [-1.0890, -4.4582, -2.7615], [-0.2900, -2.2518, -3.4989], [-2.0834, -0.6022, -5.1731], [-1.1624, -0.7091, -7.4612], [1.1105, 0.1506, -7.9186], [2.4546, 1.1311, -6.0870], [1.5202, 1.2578, -3.7946], [3.8642, 0.4196, -1.3210], [2.8765, -0.0774, -0.4419], [3.3222, -1.2359, 0.2514], [1.6386, -0.3646, -1.1647], [2.4851, 0.9524, 0.5293], [0.0583, -0.6474, 1.1219], [0.6590, -0.5509, 2.5039], [-0.7269, -0.7761, 3.6170], [-1.8740, -1.4064, 3.1670], [-2.9356, -1.5646, 4.0429], [-2.8426, -1.0898, 5.3456], [-1.6941, -0.4408, 5.7731], [-0.6287, -0.2724, 4.9015], [1.3931, -2.1767, 2.7201], [1.0296, -3.2276, 1.8951], [1.6233, -4.4650, 2.0839], [2.5714, -4.6409, 3.0836], [2.9394, -3.5761, 3.8926], [2.3534, -2.3328, 3.7061], [-1.9300, -1.7394, 2.1376], [-3.8432, -2.0489, 3.7055], [-3.6790, -1.2064, 6.0233], [-1.6374, -0.0367, 6.7752], [0.2482, 0.2871, 5.2015], [0.3163, -3.0546, 1.0998], [1.3553, -5.2928, 1.4399], [3.0377, -5.6084, 3.2207], [3.6932, -3.7080, 4.6581], [2.6483, -1.4855, 4.3144]],
  "forces_ev_per_a": [[-0.31, 0.80, 0.54], [0.07, -0.06, 0.03], [-0.10, 0.20, -0.09], [0.18, -0.14, -0.19], [0.05, -0.11, 0.05], [-0.03, -0.03, 0.01], [-0.01, -0.01, -0.01], [-0.03, -0.01, -0.03], [0.00, -0.01, -0.08], [0.10, 0.02, -0.03], [0.03, 0.12, 0.04], [-0.05, 0.03, -0.01], [-0.09, 0.00, -0.12], [0.00, 0.00, 0.00], [0.00, 0.00, 0.00], [0.00, 0.00, 0.00], [0.05, -0.02, -0.01], [-0.27, -0.06, -0.19], [-0.20, 0.12, 0.08], [0.05, 0.00, 0.08], [-0.14, -0.21, -0.07], [-0.07, 0.02, 0.03], [0.04, -0.06, -0.05], [0.00, 0.01, 0.00], [-0.01, -0.01, 0.01], [0.00, -0.02, -0.01], [0.04, -0.02, -0.01], [0.06, 0.03, 0.04], [-0.02, -0.01, 0.00], [-0.01, -0.01, -0.02], [0.01, 0.01, -0.01], [0.01, 0.01, -0.01], [-0.03, 0.01, 0.00], [0.05, 0.02, 0.00], [0.00, 0.03, 0.01], [-0.02, 0.05, 0.01], [0.00, 0.00, 0.00], [0.00, 0.00, 0.00], [0.00, 0.00, 0.00], [-0.02, -0.01, 0.03], [0.00, 0.00, -0.01], [0.00, 0.00, 0.00], [0.00, 0.00, 0.00], [0.00, 0.00, 0.00], [0.01, -0.01, 0.01], [0.21, 0.11, -0.17], [0.36, -0.29, 0.03], [0.02, -0.19, 0.12], [-0.08, -0.25, -0.34], [0.24, 0.19, 0.38], [-0.06, 0.03, -0.40], [-0.09, -0.37, 0.39], [0.06, 0.05, 0.02], [0.04, -0.02, -0.05], [-0.01, 0.00, 0.00], [-0.01, -0.01, 0.00], [-0.01, 0.00, 0.00], [0.04, 0.05, -0.02], [-0.02, 0.01, 0.05], [-0.01, 0.06, -0.04], [0.01, -0.01, 0.00], [0.00, -0.03, -0.01], [0.00, 0.02, 0.01], [-0.04, 0.03, 0.02], [-0.01, -0.01, 0.01], [0.00, 0.00, 0.00], [0.00, 0.00, 0.00], [0.00, 0.00, 0.00], [0.00, 0.00, 0.00], [-0.01, -0.01, -0.02], [0.00, 0.00, 0.00], [0.00, 0.00, 0.00], [0.00, 0.00, 0.00], [0.00, -0.01, 0.00]]
}

***

2.
{
  "formula": "C33H25IIrNO5PS",
  "method": "the ωB97M-V functional and the def2-TZVPD basis",
  "total_charge": 2,
  "e_homo_ev": [-13.2, -13.2],
  "orbital_gap_ev": [5.742, 4.618],
  "multiplicity": 2,
  "symbols": ["Ir", "O", "N", "C", "C", "C", "C", "C", "C", "C", "P", "C", "C", "C", "C", "C", "C", "C", "C", "C", "C", "C", "C", "H", "H", "H", "H", "H", "H", "H", "H", "H", "H", "H", "H", "H", "H", "H", "H", "O", "C", "O", "C", "C", "C", "C", "S", "C", "C", "H", "H", "H", "H", "H", "I", "C", "C", "C", "C", "C", "C", "C", "O", "O", "H", "H", "H", "H"],
  "coordinates": [[-1.0726, -0.3846, 0.4853], [-3.1590, -1.4333, -1.3146], [-1.8203, -1.6104, -0.9568], [-1.2680, -2.4925, -1.7056], [0.1011, -2.9840, -1.6543], [0.3035, -4.2069, -2.2923], [1.5411, -4.8328, -2.2499], [2.5937, -4.2318, -1.5827], [2.4162, -2.9971, -0.9651], [1.1817, -2.3645, -0.9968], [1.0000, -0.7382, -0.2689], [2.3629, -0.4399, 0.8377], [3.3856, 0.4474, 0.5027], [4.4504, 0.6202, 1.3747], [4.4954, -0.0886, 2.5666], [3.4835, -0.9848, 2.8941], [2.4180, -1.1646, 2.0314], [0.9477, 0.5153, -1.5405], [0.8119, 1.8454, -1.1118], [0.7588, 2.8667, -2.0462], [0.8343, 2.5663, -3.3998], [0.9585, 1.2475, -3.8279], [1.0127, 0.2170, -2.9039], [-3.6501, -1.3865, -0.4799], [-1.9358, -2.9706, -2.4163], [-0.5199, -4.6806, -2.8122], [1.6775, -5.7879, -2.7379], [3.5617, -4.7129, -1.5475], [3.2493, -2.5270, -0.4591], [3.3564, 0.9999, -0.4275], [5.2457, 1.3075, 1.1208], [5.3272, 0.0523, 3.2437], [3.5284, -1.5433, 3.8194], [1.6461, -1.8850, 2.2769], [0.7854, 2.0802, -0.0525], [0.6740, 3.8947, -1.7194], [0.8089, 3.3660, -4.1290], [1.0340, 1.0259, -4.8840], [1.1356, -0.8044, -3.2410], [-3.8382, 3.9323, -5.5989], [-3.3647, 4.4781, -4.4701], [-2.9603, 5.5998, -4.4280], [-3.3022, 3.5998, -3.2466], [-2.8947, 2.2639, -3.3232], [-2.7321, 1.5296, -2.1743], [-3.0244, 2.1129, -0.9165], [-2.9046, 1.2686, 0.5536], [-3.4657, 3.4599, -0.8568], [-3.5698, 4.1965, -2.0098], [-4.2681, 3.0822, -5.4428], [-2.6688, 1.8178, -4.2839], [-2.4013, 0.5023, -2.2212], [-3.6877, 3.8989, 0.1066], [-3.8568, 5.2390, -1.9847], [0.2237, -1.4041, 9.0421], [-0.0766, -1.1431, 7.0119], [-0.0134, 0.1383, 6.4651], [-0.2104, 0.3142, 5.1108], [-0.4748, -0.7942, 4.3022], [-0.5424, -2.0773, 4.8523], [-0.3407, -2.2504, 6.2065], [-0.6652, -0.6069, 2.8855], [-0.4965, 0.4964, 2.2662], [-1.0066, -1.5789, 2.0873], [0.1860, 0.9895, 7.1005], [-0.1633, 1.3029, 4.6743], [-0.7523, -2.9299, 4.2198], [-0.3896, -3.2383, 6.6420]],
  "forces_ev_per_a": [[-0.36, 0.23, -0.34], [-0.05, -0.13, 0.07], [0.15, 0.05, -0.31], [-0.03, -0.10, 0.13], [-0.02, 0.04, -0.03], [0.02, -0.01, -0.01], [-0.01, -0.01, -0.01], [0.01, 0.01, 0.01], [0.01, -0.01, -0.01], [0.02, 0.04, -0.10], [0.11, -0.43, 0.49], [0.07, -0.05, -0.02], [-0.03, 0.03, 0.03], [-0.01, 0.00, 0.01], [0.01, 0.00, 0.01], [0.00, 0.02, 0.00], [0.02, -0.05, 0.01], [-0.10, 0.05, 0.07], [-0.06, 0.01, 0.03], [-0.04, 0.02, -0.03], [-0.02, 0.01, 0.00], [0.00, -0.04, 0.03], [-0.03, 0.05, -0.06], [-0.01, 0.04, 0.01], [0.00, -0.05, 0.04], [0.00, 0.00, 0.00], [0.00, 0.00, 0.00], [0.00, 0.00, 0.00], [0.00, 0.00, -0.01], [0.01, -0.01, 0.00], [0.00, 0.00, 0.00], [0.00, 0.00, 0.00], [0.00, 0.00, 0.00], [-0.03, 0.00, 0.00], [0.01, -0.01, 0.00], [0.00, -0.01, -0.01], [0.00, 0.00, 0.00], [0.00, 0.01, 0.00], [0.00, -0.02, 0.01], [0.01, 0.01, 0.02], [0.02, -0.03, -0.03], [0.01, 0.01, 0.01], [-0.02, 0.04, 0.02], [0.05, 0.03, -0.02], [0.08, 0.07, 0.06], [-0.05, -0.11, -0.26], [-0.05, 0.17, 0.35], [0.02, -0.07, 0.03], [0.00, 0.01, -0.04], [-0.02, 0.00, -0.01], [0.00, -0.01, 0.00], [-0.03, 0.10, -0.05], [-0.02, 0.00, 0.00], [0.00, 0.00, 0.01], [0.01, -0.01, 0.05], [-0.01, 0.02, -0.06], [0.00, -0.01, 0.01], [0.02, 0.00, -0.02], [-0.03, -0.01, 0.02], [-0.02, 0.01, 0.00], [0.00, -0.01, 0.00], [0.16, -0.06, -0.01], [-0.01, 0.09, -0.04], [0.23, 0.05, -0.05], [0.00, 0.00, 0.00], [0.00, 0.00, 0.00], [0.00, 0.00, 0.00], [0.00, 0.00, 0.00]]
}

***

3.
{
  "formula": "C33H25N2O4SSbSc",
  "method": "the ωB97M-V functional and the def2-TZVPD basis",
  "total_charge": 1,
  "e_homo_ev": -10.3,
  "orbital_gap_ev": 6.352,
  "symbols": ["Sc", "O", "C", "O", "C", "C", "C", "C", "C", "N", "C", "O", "O", "H", "H", "H", "H", "S", "Sb", "C", "C", "C", "C", "C", "C", "C", "C", "C", "C", "C", "C", "C", "C", "C", "C", "C", "C", "H", "H", "H", "H", "H", "H", "H", "H", "H", "H", "H", "H", "H", "H", "H", "C", "C", "C", "C", "C", "C", "C", "C", "N", "H", "H", "H", "H", "H", "H"],
  "coordinates": [[1.2534, -0.2808, -2.5086], [3.5826, -3.1797, -0.1010], [3.0648, -2.1541, -0.7339], [1.9084, -2.1094, -1.1367], [3.9946, -1.0179, -0.9920], [5.3181, -0.8982, -0.6223], [6.0000, 0.2419, -1.0552], [5.3576, 1.1856, -1.8419], [4.0202, 0.9740, -2.1594], [3.3780, -0.0950, -1.7267], [3.1953, 1.8131, -3.1290], [3.5635, 2.8981, -3.4806], [2.1142, 1.1644, -3.5057], [2.8947, -3.8582, 0.0248], [5.8050, -1.6660, -0.0394], [7.0410, 0.3724, -0.7945], [5.8596, 2.0627, -2.2236], [-0.0305, 1.2821, -0.9868], [-0.6531, 0.5216, 1.0888], [0.3722, 1.6586, 2.5133], [0.8574, 2.9098, 2.1484], [1.4977, 3.6924, 3.0985], [1.6543, 3.2231, 4.3949], [1.1705, 1.9729, 4.7537], [0.5239, 1.1845, 3.8130], [-2.7160, 0.7360, 1.3060], [-3.3823, 1.6927, 0.5482], [-4.7415, 1.8873, 0.7501], [-5.4194, 1.1233, 1.6894], [-4.7496, 0.1667, 2.4398], [-3.3887, -0.0279, 2.2555], [-0.1946, -1.4845, 1.4860], [0.9870, -1.8092, 2.1470], [1.2734, -3.1387, 2.4242], [0.3927, -4.1368, 2.0258], [-0.7772, -3.8116, 1.3530], [-1.0783, -2.4829, 1.0879], [0.7474, 3.2698, 1.1323], [1.8736, 4.6687, 2.8250], [2.1552, 3.8366, 5.1316], [1.2919, 1.6129, 5.7663], [0.1384, 0.2134, 4.1021], [-2.8561, 2.2743, -0.2004], [-5.2705, 2.6252, 0.1635], [-6.4801, 1.2758, 1.8366], [-5.2838, -0.4247, 3.1707], [-2.8669, -0.7688, 2.8503], [1.6702, -1.0317, 2.4716], [2.1773, -3.3952, 2.9606], [0.6099, -5.1711, 2.2587], [-1.4646, -4.5899, 1.0504], [-2.0011, -2.2327, 0.5778], [-0.0079, -1.5718, -3.7916], [-1.2766, -0.8393, -3.5896], [-1.5564, 0.3294, -4.3126], [-2.6763, 1.0922, -4.0383], [-3.5554, 0.6971, -3.0335], [-3.3109, -0.4755, -2.3171], [-2.1864, -1.2235, -2.5908], [-4.7044, 1.4981, -2.7241], [-5.6125, 2.1442, -2.4450], [0.3193, -1.5384, -4.8350], [-0.0679, -2.6122, -3.4624], [-0.8745, 0.6465, -5.0934], [-2.8749, 1.9953, -4.5988], [-4.0077, -0.7861, -1.5491], [-1.9966, -2.1307, -2.0265]],
  "forces_ev_per_a": [[-0.53, -0.42, 0.45], [-0.15, 0.03, 0.06], [-0.01, -0.02, -0.05], [0.04, 0.11, -0.04], [-0.05, 0.05, 0.03], [-0.09, 0.02, -0.02], [-0.03, 0.02, -0.03], [-0.06, -0.01, 0.17], [0.17, -0.08, -0.24], [0.03, -0.16, -0.16], [0.02, 0.01, -0.10], [0.01, -0.03, 0.02], [0.06, 0.36, -0.09], [0.04, 0.05, 0.00], [0.01, -0.01, 0.01], [0.02, 0.00, 0.00], [0.01, 0.03, 0.00], [0.03, 0.27, 0.14], [0.02, -0.07, -0.14], [0.03, -0.01, -0.02], [0.05, -0.01, 0.01], [0.00, -0.01, -0.01], [0.01, 0.02, 0.00], [-0.01, -0.03, 0.00], [-0.05, 0.04, 0.04], [0.00, 0.01, 0.01], [-0.02, -0.02, 0.00], [0.01, 0.03, -0.02], [-0.02, 0.00, 0.01], [0.02, 0.00, -0.01], [0.00, 0.00, 0.02], [0.03, 0.01, 0.03], [-0.03, 0.02, 0.02], [0.03, -0.03, -0.06], [0.02, -0.01, 0.01], [-0.04, 0.02, -0.01], [0.04, -0.04, -0.03], [-0.01, 0.00, 0.00], [0.00, 0.01, -0.01], [0.00, 0.01, 0.01], [0.00, 0.00, 0.01], [0.00, 0.00, 0.01], [0.00, 0.00, 0.00], [0.00, -0.02, -0.03], [-0.01, 0.00, 0.00], [-0.01, -0.01, 0.01], [0.01, -0.02, 0.00], [0.00, -0.01, -0.02], [0.02, 0.00, 0.03], [0.00, -0.01, -0.01], [0.00, -0.01, -0.01], [-0.02, 0.02, 0.00], [0.15, -0.10, -0.17], [0.15, -0.09, 0.00], [0.09, 0.03, 0.08], [0.01, -0.02, 0.02], [0.01, 0.04, -0.03], [0.02, 0.00, 0.03], [0.03, -0.02, 0.02], [0.05, -0.04, 0.00], [-0.08, 0.06, 0.03], [0.01, 0.00, 0.05], [0.02, 0.05, 0.00], [-0.01, -0.01, -0.02], [0.00, 0.01, -0.01], [-0.02, 0.00, 0.01], [-0.01, -0.02, -0.05]]
}